The following is a quantum chemistry calculation of 2 unconnected molecules or ions with the total composition C4H4ClN at a distorted geometry, from the Open Molecules 2025 dataset.

## Properties
- Gap between HOMO and LUMO: 9.03 eV
- Charge: 0
- LUMO energy: -0.067 eV
- ΔE to the lowest compared entry with this formula, charge and spin: 117.6 kcal per mole
- HOMO energy: -9.1 eV

Geometry (Å):
C (1.21868, 0.25543, 0.07710)
C (0.18455, -0.67080, 0.14970)
C (1.82629, 1.40375, -0.01457)
C (-1.95575, -1.00106, -0.03985)
N (1.32085, -1.23163, 0.08647)
Cl (-2.68630, 0.53579, 0.01573)
H (2.89643, 1.48165, -0.10225)
H (1.27115, 2.32725, 0.00059)
H (-2.11792, -1.61771, 0.82990)
H (-1.95799, -1.48267, -1.00281)